No. 1
Here is a single C12H16 molecule at a distorted geometry from the OMol25 dataset. Energies are from the ωB97M-V functional and the def2-TZVPD basis.

Its SMILES is C=CC(=C)[C@]1(C)[C@]2(C)C(=C)[C@]12C. The LUMO energy comes out at 0.81 eV. The frontier orbital gap comes out at 8.9 eV. For the energy above the lowest of the compared OMol25 structures with the same formula, charge and spin, the calculation gives 338.5 kJ/mol. The total energy is -12698.0858 eV.

The geometry in ORCA input format:
```
! wB97M-V def2-TZVPD RIJCOSX def2/J DEFGRID3
* xyz 0 1
C -1.7829 -1.7781 -1.5655
C -1.4619 -0.5264 -2.0346
C -0.3237 0.1570 -1.5155
C 0.0140 1.3577 -1.9760
C 0.2962 -0.4142 -0.2562
C 1.1060 -1.7716 -0.3386
C -0.3720 -0.0947 1.0663
C -0.8172 -0.8506 2.1987
C -0.3810 1.3444 0.8409
C -1.0788 2.4747 0.9102
C 0.8973 0.6316 0.5930
C 2.3583 1.0265 0.9111
H -2.4935 -2.4437 -2.0034
H -1.1668 -2.0689 -0.7495
H -2.0550 -0.0859 -2.8652
H 0.9273 1.7974 -1.5664
H -0.3681 1.7218 -2.8734
H 0.8766 -2.4767 0.5649
H 2.1139 -1.5760 -0.3370
H 0.8129 -2.3059 -1.1600
H -0.5362 -1.8660 2.0275
H -1.9139 -0.6558 2.3705
H -0.2523 -0.5199 3.0843
H -2.0824 2.3463 1.2579
H -0.8021 3.3922 0.5952
H 2.5474 1.0046 1.9389
H 2.7553 1.9015 0.3172
H 3.1827 0.2787 0.5648
*
```

Mulliken atomic charge list, values in e, 6 entries: -0.906 -0.404 0.874 -1.140 1.294 -1.656

=====

No. 2
Here is C12H16BrCl2NTc as an isolated structure at a distorted geometry from the OMol25 dataset. Energies are from the ωB97M-V functional and the def2-TZVPD basis.

Its expectation value of S² is 4.174. The LUMO energy (spin up / spin down) comes out at -0.40 / -0.70 eV. The frontier orbital gap (spin up / spin down) comes out at 6.0 / 8.2 eV. For the energy above the lowest of the compared OMol25 structures with the same formula, charge and spin, the calculation gives 0.0 kJ/mol. The total energy is -111476.2432 eV.

The geometry in ORCA input format:
```
! wB97M-V def2-TZVPD RIJCOSX def2/J DEFGRID3
* xyz 0 4
Tc 0.3847 -0.3068 -0.2297
Cl 0.2834 -2.0423 -1.6420
Cl 1.2264 -1.4550 1.5935
C -1.4988 -0.0217 0.3413
H -2.5009 0.4773 0.3788
H -1.6235 -0.7951 1.1488
C 0.0173 1.1163 -1.7193
C -1.4344 1.2149 -1.2726
H 0.5850 2.0156 -1.4355
C -2.5276 0.7649 -2.2062
H -1.6695 2.1418 -0.7291
C -2.0561 -0.2457 -3.2570
H -3.3511 0.3168 -1.6329
H -2.9519 1.6382 -2.7308
C -0.8432 0.2367 -4.0355
H -1.8288 -1.1959 -2.7646
H -2.8671 -0.4363 -3.9702
C 0.3213 0.7763 -3.1778
H -0.4698 -0.5761 -4.6657
H -1.1548 1.0239 -4.7390
H 1.1922 0.1129 -3.2639
H 0.6182 1.7308 -3.6265
Br -0.4762 4.1247 3.7156
C 0.6727 3.2044 2.5096
C 1.9917 3.6112 2.3586
C 2.7781 2.9237 1.4405
C 2.2421 1.8545 0.7200
N 0.9663 1.4658 0.8964
C 0.1655 2.1265 1.7609
H 2.3668 4.4484 2.9435
H 3.8103 3.1795 1.2431
H 2.8257 1.2825 -0.0038
H -0.8639 1.7834 1.8431
*
```

Mulliken atomic charge list, values in e, 6 entries: 0.104 -0.410 -0.477 -0.964 0.424 0.520

=====

Which formula does entry 2 have?
C12H16BrCl2NTc